# 1
Here is a structure of composition C31H50ClPSn at a distorted geometry from the OMol25 dataset. Energies are from ωB97M-V with the def2-TZVPD basis set.

Properties
DFT total energy in eV: -60599.0029
ΔE to the lowest compared entry with this formula, charge and spin in eV: 1.675
Max |F| in eV/Å: 1.27
E_LUMO (alpha / beta) in eV: 0.5 / -0.3
HOMO-LUMO gap (alpha / beta) in eV: 7.94 / 4.56
Spin multiplicity: 1
Total charge: 0

Each line ends with the Löwdin charge.
Element x y z (Å)
Sn  -0.22  -1.78  0.39  0.815
P  -0.67  0.79  -0.20  1.038
Cl  -2.27  -1.63  1.73  0.035
C  -0.71  -2.25  -1.61  -0.231
H  -0.07  -2.44  -2.47  -0.041
H  -1.76  -2.55  -1.69  -0.030
C  -0.92  1.48  1.53  -0.454
C  -2.32  0.54  -1.05  -0.449
C  -1.11  3.00  1.59  -0.211
H  -1.86  0.99  1.85  0.068
C  -1.47  3.39  3.03  -0.193
H  -0.18  3.50  1.28  0.102
H  -1.91  3.33  0.90  0.099
C  -0.42  2.91  4.04  -0.204
H  -1.60  4.47  3.09  0.109
H  -2.44  2.93  3.28  0.119
C  -0.16  1.40  3.92  -0.192
H  0.52  3.44  3.86  0.113
H  -0.73  3.16  5.06  0.108
C  0.19  1.01  2.48  -0.245
H  0.65  1.11  4.60  0.112
H  -1.06  0.85  4.24  0.121
H  1.15  1.47  2.19  0.110
H  0.31  -0.09  2.44  0.043
C  0.38  1.86  -1.27  -0.421
C  -2.15  0.27  -2.55  -0.226
H  -2.67  -0.40  -0.59  0.047
C  -3.51  -0.13  -3.16  -0.192
H  -1.74  1.15  -3.08  0.104
H  -1.44  -0.55  -2.69  0.057
C  -4.58  0.91  -2.87  -0.205
H  -3.40  -0.28  -4.24  0.111
H  -3.80  -1.10  -2.73  0.117
C  -4.71  1.21  -1.37  -0.193
H  -4.33  1.84  -3.40  0.113
H  -5.55  0.58  -3.26  0.109
C  -3.37  1.62  -0.74  -0.203
H  -5.44  2.00  -1.20  0.109
H  -5.07  0.31  -0.85  0.120
H  -3.04  2.58  -1.16  0.102
H  -3.49  1.74  0.35  0.107
C  1.74  2.21  -0.64  -0.205
H  0.58  1.23  -2.16  0.115
C  2.62  2.95  -1.65  -0.188
H  1.58  2.84  0.26  0.108
H  2.25  1.30  -0.31  0.069
C  1.92  4.19  -2.21  -0.203
H  3.56  3.23  -1.17  0.112
H  2.86  2.26  -2.48  0.119
C  0.55  3.86  -2.78  -0.193
H  1.81  4.94  -1.41  0.115
H  2.54  4.65  -2.99  0.108
C  -0.34  3.13  -1.76  -0.202
H  0.03  4.77  -3.11  0.110
H  0.66  3.22  -3.66  0.118
H  -0.55  3.79  -0.90  0.107
H  -1.31  2.89  -2.22  0.084
C  2.72  -1.07  0.32  -0.158
C  2.37  -1.30  -0.98  -0.170
H  2.39  -0.17  0.85  0.071
C  2.71  -2.55  -1.73  -0.193
H  1.76  -0.58  -1.53  0.077
C  3.12  -3.67  -0.76  -0.187
H  1.86  -2.84  -2.35  0.085
H  3.57  -2.35  -2.40  0.122
C  4.11  -3.16  0.28  -0.182
H  2.22  -4.04  -0.26  0.084
H  3.56  -4.50  -1.33  0.114
C  3.55  -2.01  1.13  -0.186
H  4.46  -3.98  0.92  0.113
H  4.99  -2.75  -0.25  0.113
H  2.95  -2.41  1.97  0.093
H  4.38  -1.46  1.58  0.119
C  0.64  -6.08  2.71  -0.102
C  0.96  -4.90  3.40  -0.091
C  0.85  -3.64  2.78  -0.144
C  0.42  -3.59  1.45  -0.379
C  0.06  -4.75  0.75  -0.163
C  0.19  -5.99  1.40  -0.090
H  0.73  -7.06  3.20  0.104
H  1.28  -4.96  4.44  0.097
H  1.06  -2.73  3.34  0.095
H  -0.33  -4.69  -0.27  0.085
H  -0.09  -6.89  0.85  0.099

***

# 2
Here is a structure of composition C31H50F3O27Rb at a distorted geometry from the OMol25 dataset. Energies are from ωB97M-V with the def2-TZVPD basis set.

Properties
DFT total energy in eV: -97043.6616
Max |F| in eV/Å: 6.78
E_LUMO (alpha / beta) in eV: 1.7 / 0.0
HOMO-LUMO gap (alpha / beta) in eV: 6.82 / 5.15
Spin multiplicity: 2
Total charge: -1

Each line ends with the Mulliken spin population.
Element x y z (Å)
Rb  -4.07  13.58  27.71  0.001
C  -4.82  12.72  31.25  0.000
O  -5.66  12.95  30.15  0.000
O  -3.51  12.96  30.69  0.000
C  -5.23  13.64  32.47  0.000
F  -4.86  14.89  32.49  0.000
F  -6.59  13.57  32.51  0.000
F  -4.80  13.08  33.64  0.000
C  -6.83  12.25  29.93  0.000
C  -7.27  12.58  28.49  0.000
H  -7.25  13.64  28.22  0.000
H  -6.58  12.09  27.81  0.000
H  -8.30  12.31  28.26  0.000
H  -7.73  12.58  30.45  0.000
H  -6.82  11.17  30.08  0.000
H  -4.89  11.67  31.53  0.000
C  -3.02  9.28  23.88  0.334
C  -3.97  9.59  24.75  0.024
C  -3.59  10.36  25.99  -0.056
O  -4.46  10.69  26.93  0.028
C  -2.36  10.83  26.22  0.128
C  -1.34  10.58  25.23  -0.021
C  -1.71  9.88  23.91  0.009
O  -0.89  9.83  22.92  0.203
O  -0.16  10.90  25.37  -0.023
O  -5.15  9.11  24.49  0.368
H  -3.16  8.59  23.06  -0.003
H  -2.07  11.40  27.09  0.011
C  -8.27  8.64  37.72  0.000
O  -7.70  9.81  37.21  0.000
C  -8.48  10.87  36.75  0.000
O  -9.67  11.07  36.97  0.000
O  -7.59  11.67  36.16  0.000
C  -8.12  12.82  35.58  0.000
H  -7.86  7.78  37.20  0.000
H  -9.35  8.47  37.78  0.000
H  -7.96  8.55  38.76  0.000
H  -7.31  13.52  35.39  0.000
H  -8.78  13.45  36.17  0.000
H  -8.51  12.63  34.58  0.000
C  2.87  11.56  33.57  0.000
O  1.80  11.86  34.47  0.000
C  0.52  11.99  34.13  0.000
O  0.13  12.17  32.98  0.000
O  -0.22  12.03  35.22  0.000
C  -1.69  12.16  35.16  0.000
H  2.65  12.02  32.61  0.000
H  3.01  10.48  33.56  0.000
H  3.86  11.91  33.85  0.000
H  -2.15  11.28  34.72  0.000
H  -2.06  12.99  34.56  0.000
H  -1.96  12.35  36.20  0.000
C  -7.91  16.34  33.43  0.000
O  -9.01  15.80  34.07  0.000
C  -9.56  16.46  35.10  0.000
O  -9.15  17.48  35.65  0.000
O  -10.53  15.76  35.59  0.000
C  -11.20  16.22  36.72  0.000
H  -8.09  17.35  33.06  0.000
H  -7.70  15.75  32.54  0.000
H  -7.04  16.23  34.09  0.000
H  -11.76  17.14  36.59  0.000
H  -10.48  16.57  37.46  0.000
H  -11.95  15.53  37.10  0.000
C  -10.30  6.24  26.86  0.000
O  -10.34  6.89  28.07  0.000
C  -9.68  7.98  28.37  0.000
O  -8.82  8.53  27.69  0.000
O  -10.03  8.28  29.62  0.000
C  -9.38  9.31  30.33  0.000
H  -11.23  6.43  26.32  0.000
H  -10.23  5.17  27.04  0.000
H  -9.41  6.52  26.31  0.000
H  -9.27  10.20  29.71  0.000
H  -8.33  9.05  30.44  0.000
H  -9.75  9.66  31.30  0.000
C  1.00  18.98  33.75  0.000
O  0.56  17.69  33.75  0.000
C  -0.71  17.36  33.69  0.000
O  -1.73  18.07  33.84  0.000
O  -0.70  16.07  33.50  0.000
C  -1.94  15.35  33.24  0.000
H  1.87  19.12  33.11  0.000
H  1.29  19.30  34.75  0.000
H  0.29  19.67  33.30  0.000
H  -2.38  15.71  32.31  0.000
H  -2.51  15.49  34.15  0.000
H  -1.78  14.28  33.06  0.000
C  -7.25  13.25  24.91  0.002
O  -6.86  14.06  23.86  0.000
C  -5.74  14.74  23.97  0.000
O  -5.07  14.75  24.99  0.000
O  -5.45  15.53  22.87  0.000
C  -4.30  16.28  22.91  0.000
H  -7.50  13.94  25.71  0.000
H  -6.54  12.47  25.18  -0.003
H  -8.10  12.66  24.56  0.000
H  -4.37  17.08  22.18  0.000
H  -3.34  15.85  22.62  0.000
H  -4.25  16.92  23.79  0.000
C  -4.08  17.43  26.66  0.000
O  -5.52  17.19  26.69  0.000
C  -6.01  16.74  27.91  0.000
O  -7.17  16.30  28.03  0.000
O  -5.06  16.60  28.85  0.000
C  -5.52  16.25  30.11  0.000
H  -3.40  16.61  26.90  0.000
H  -3.90  18.30  27.29  0.000
H  -3.82  17.85  25.69  0.000
H  -4.62  16.04  30.68  0.000
H  -6.18  15.39  30.03  0.000
H  -6.07  17.11  30.49  0.000

***

# 3
Here is a structure of composition C31H50GdO3P2S at a distorted geometry from the OMol25 dataset. Energies are from ωB97M-V with the def2-TZVPD basis set.

Properties
DFT total energy in eV: -89337.0786
ΔE to the lowest compared entry with this formula, charge and spin in eV: 3.900
Max |F| in eV/Å: 4.43
E_LUMO (alpha / beta) in eV: -2.0 / -6.9
HOMO-LUMO gap (alpha / beta) in eV: 5.91 / 3.05
Spin multiplicity: 8
Total charge: +1

Each line ends with the Mulliken spin population.
Element x y z (Å)
Gd  0.76  1.26  -0.14  6.074
C  0.60  0.61  2.25  -0.064
C  0.78  -0.58  1.46  0.050
C  2.67  0.76  1.23  0.011
C  1.76  1.43  2.11  -0.053
C  2.08  -0.49  0.84  -0.038
C  -0.55  0.87  3.16  -0.011
H  -0.73  0.02  3.83  0.000
H  -1.47  1.06  2.59  0.002
H  -0.37  1.75  3.80  -0.002
C  2.11  2.65  2.91  0.007
H  1.72  2.58  3.93  0.005
H  1.71  3.57  2.46  -0.004
H  3.20  2.77  2.97  0.000
C  3.88  1.38  0.64  -0.116
H  4.41  2.00  1.37  0.003
H  3.65  2.02  -0.22  0.025
H  4.58  0.62  0.29  -0.009
C  2.66  -1.43  -0.16  0.158
H  3.33  -2.18  0.30  0.004
H  3.27  -0.90  -0.91  -0.011
H  1.87  -2.01  -0.68  -0.029
C  -0.13  -1.75  1.44  0.058
H  0.16  -2.52  2.17  0.004
H  -0.14  -2.23  0.45  -0.027
H  -1.16  -1.44  1.68  -0.010
C  -3.70  -0.53  -1.86  -0.017
C  -3.69  -1.16  -0.68  0.015
C  -3.44  -2.61  -0.40  -0.007
C  -3.17  -3.57  -1.60  0.002
C  -1.78  -3.60  -2.11  0.012
C  -1.14  -2.63  -2.78  0.023
C  -1.55  -1.19  -2.85  -0.386
C  -3.07  -1.03  -3.13  0.022
H  -4.33  -3.02  0.13  0.000
H  -3.86  -3.39  -2.44  0.001
H  -2.64  -2.73  0.37  0.001
H  -3.54  -1.95  -3.51  0.000
H  -3.98  0.54  -1.90  -0.003
H  -4.10  -0.62  0.19  0.001
H  -3.21  -0.25  -3.90  0.012
H  -1.30  -0.64  -1.90  0.458
H  -0.20  -2.90  -3.30  -0.086
H  -0.96  -0.69  -3.65  -0.024
H  -3.37  -4.60  -1.27  0.000
H  -1.29  -4.60  -2.08  0.001
P  -0.81  -2.11  -5.65  0.499
P  2.35  -2.17  -5.97  0.185
C  -0.13  -2.67  -7.31  0.066
C  1.32  -2.22  -7.54  -0.005
H  -0.79  -2.26  -8.09  0.017
H  -0.23  -3.77  -7.34  0.002
H  1.81  -2.86  -8.29  0.008
H  1.38  -1.17  -7.91  -0.002
C  3.91  -2.05  -6.97  0.034
H  4.77  -2.14  -6.30  -0.001
H  3.92  -1.07  -7.45  -0.001
H  3.95  -2.83  -7.74  0.011
C  2.40  -3.99  -5.67  0.011
H  2.45  -4.56  -6.61  0.005
H  1.54  -4.33  -5.08  -0.004
H  3.30  -4.20  -5.07  0.000
C  -1.69  -0.61  -6.26  0.042
H  -2.04  0.01  -5.43  -0.001
H  -2.54  -0.94  -6.87  0.012
H  -1.00  -0.02  -6.87  0.001
C  -2.15  -3.34  -5.46  0.056
H  -2.39  -3.89  -6.40  0.011
H  -3.06  -2.86  -5.07  -0.008
H  -1.83  -4.10  -4.70  0.006
C  -3.90  5.98  4.87  0.000
C  -3.37  5.16  3.73  0.000
C  -4.14  5.00  2.58  0.001
C  -3.64  4.29  1.50  -0.002
C  -2.31  3.81  1.51  0.011
C  -1.55  3.97  2.67  -0.001
C  -2.08  4.64  3.76  -0.001
S  -1.63  3.05  0.03  -0.028
O  -1.53  1.55  0.28  0.037
O  -2.48  3.43  -1.07  0.007
O  -0.17  3.47  -0.08  -0.027
H  -3.86  7.04  4.60  0.000
H  -4.94  5.75  5.13  0.000
H  -3.28  5.84  5.76  0.000
H  -5.11  5.48  2.53  0.000
H  -4.26  4.17  0.61  0.000
H  -0.50  3.64  2.69  0.002
H  -1.48  4.80  4.66  0.000

***

> Number 3 is which compound?

C31H50GdO3P2S

***

> total charge of number 2 (C31H50F3O27Rb)?

-1